Record 1
Formula: C2H4ClO2S
Source: OMol25
Level of theory: the ωB97M-V functional and the def2-TZVPD basis

The geometry in XYZ format:
```
10
Properties=species:S:1:pos:R:3:forces:R:3
C -2.2855 0.9616 -1.1677 0.863 -1.782 -2.469
C 0.8573 -0.3412 0.0961 0.835 0.055 2.368
O 1.8440 -0.1229 2.7470 0.431 -0.116 -0.917
O 2.0517 -2.2526 1.4959 0.366 0.796 -0.153
S 2.2024 -0.7676 1.4540 -1.677 -0.526 0.869
Cl 1.1384 1.1845 -0.6354 0.117 1.193 -0.507
H -3.0859 1.3577 -0.6722 -1.976 1.124 1.042
H -2.4465 0.4259 -2.1331 0.046 0.754 0.830
H -1.4584 0.6264 -0.6116 0.923 -0.106 0.600
H 1.1825 -1.0719 -0.5730 0.071 -1.393 -1.662
```
Forces are in eV/Å.

Values from the calculation:
HOMO (alpha / beta)   -3.813 / -3.535 eV
Charge   -1
Energy above the lowest of the compared OMol25 structures with the same formula, charge and spin   88.9 kcal/mol

---

Record 2
Formula: C2H4ClOPS
Source: OMol25
Level of theory: the ωB97M-V functional and the def2-TZVPD basis

The geometry in XYZ format:
```
10
Properties=species:S:1:pos:R:3:forces:R:3
C 0.2978 -0.8155 1.2316 -2.786 1.651 -3.685
C 0.5666 0.1546 -1.1476 -0.246 1.087 2.155
O -0.6194 2.2167 0.5748 0.304 -0.496 0.159
P -0.6170 0.8043 0.1671 2.490 -1.157 0.773
S 1.6074 -0.7135 0.0085 1.602 0.010 0.828
Cl -2.3818 0.2861 -0.5548 -1.172 -0.534 -0.175
H 0.3557 -0.6817 2.2790 0.584 -0.157 0.845
H -0.3271 -1.6211 0.8078 -0.115 0.131 1.267
H -0.0025 -0.5291 -1.6892 -0.754 -0.879 -1.517
H 1.1202 0.8992 -1.6773 0.094 0.344 -0.650
```
Forces are in eV/Å.

Values from the calculation:
HOMO   -9.249 eV
Energy above the lowest of the compared OMol25 structures with the same formula, charge and spin   15.8 kcal/mol

---

Repeat the first record exactly.
Formula: C2H4ClO2S
Source: OMol25
Level of theory: the ωB97M-V functional and the def2-TZVPD basis

The geometry in XYZ format:
```
10
Properties=species:S:1:pos:R:3:forces:R:3
C -2.2855 0.9616 -1.1677 0.863 -1.782 -2.469
C 0.8573 -0.3412 0.0961 0.835 0.055 2.368
O 1.8440 -0.1229 2.7470 0.431 -0.116 -0.917
O 2.0517 -2.2526 1.4959 0.366 0.796 -0.153
S 2.2024 -0.7676 1.4540 -1.677 -0.526 0.869
Cl 1.1384 1.1845 -0.6354 0.117 1.193 -0.507
H -3.0859 1.3577 -0.6722 -1.976 1.124 1.042
H -2.4465 0.4259 -2.1331 0.046 0.754 0.830
H -1.4584 0.6264 -0.6116 0.923 -0.106 0.600
H 1.1825 -1.0719 -0.5730 0.071 -1.393 -1.662
```
Forces are in eV/Å.

Values from the calculation:
HOMO (alpha / beta)   -3.813 / -3.535 eV
Charge   -1
Energy above the lowest of the compared OMol25 structures with the same formula, charge and spin   88.9 kcal/mol

---

Which of these has the lowest energy above the lowest of the compared OMol25 structures with the same formula, charge and spin? C2H4ClOPS